10 unconnected molecules or ions with the total composition C44H116N8O14 at a distorted geometry. Source: OMol25; level of theory: the ωB97M-V functional and the def2-TZVPD basis.

Properties
Energy above the lowest of the compared OMol25 structures with the same formula, charge and spin   124.1 kcal per mole
F_max   3.73 eV/A
SMILES   COC[C@H](C)N.COC[C@H](C)N.COC[C@H](C)N.COC[C@H](C)N.COCCNCCOC.COCCNCCOC.COCCNCCOC.COCCNCCOC.CCO.CCO
Total energy   -3236.87949 Ha
Molecular weight   981.454 g mol⁻¹
HOMO level   -8.3844 eV
Frontier orbital gap   8.6 eV

Geometry as ORCA input:
```
! RIJCOSX wB97M-V def2-TZVPD def2/J DEFGRID3
* xyz 0 1
C -7.164 -2.430 4.096
O -6.521 -1.355 3.446
C -7.438 -0.632 2.640
C -7.664 -1.215 1.223
C -6.318 -1.180 0.399
N -8.704 -0.505 0.457
H -6.380 -3.000 4.595
H -7.710 -3.099 3.431
H -7.790 -2.136 4.939
H -8.421 -0.608 3.111
H -7.207 0.431 2.582
H -7.798 -2.290 1.344
H -6.502 -1.539 -0.614
H -5.676 -1.932 0.858
H -5.915 -0.168 0.446
H -8.436 0.364 0.016
H -9.041 -1.006 -0.353
C -3.465 3.996 0.139
O -2.291 4.831 0.025
C -2.542 5.975 -0.782
C -1.986 5.694 -2.278
C -0.478 5.925 -2.385
N -2.557 6.501 -3.252
H -3.720 3.501 -0.798
H -4.183 4.704 0.553
H -3.224 3.355 0.987
H -3.518 6.425 -0.603
H -1.933 6.732 -0.288
H -2.087 4.616 -2.406
H 0.058 5.465 -3.215
H -0.055 5.505 -1.473
H -0.191 6.976 -2.341
H -3.427 6.133 -3.609
H -1.917 6.468 -4.032
C -1.565 -6.598 -5.456
O -2.419 -6.943 -4.307
C -1.592 -6.983 -3.098
C -2.425 -6.779 -1.789
C -1.402 -6.784 -0.654
N -3.355 -7.880 -1.738
H -2.202 -6.486 -6.333
H -0.717 -7.212 -5.759
H -1.094 -5.616 -5.417
H -1.109 -7.957 -3.026
H -0.872 -6.165 -3.138
H -3.088 -5.914 -1.819
H -1.865 -7.087 0.285
H -1.071 -5.753 -0.522
H -0.482 -7.358 -0.764
H -2.798 -8.721 -1.683
H -3.791 -8.053 -2.632
C -8.149 5.615 5.754
O -7.218 4.833 6.494
C -6.218 4.116 5.698
C -5.083 3.649 6.631
C -3.906 2.924 5.947
N -5.581 2.646 7.608
H -8.779 6.155 6.461
H -8.785 5.029 5.091
H -7.608 6.283 5.084
H -6.683 3.252 5.225
H -5.764 4.680 4.883
H -4.655 4.469 7.208
H -3.077 2.639 6.595
H -3.357 3.517 5.216
H -4.126 2.074 5.300
H -5.709 1.724 7.216
H -6.481 3.075 7.766
C 6.432 -0.108 -3.227
O 5.240 -0.378 -3.990
C 4.371 -1.394 -3.380
C 2.976 -1.401 -4.067
N 3.242 -1.607 -5.513
C 2.019 -1.662 -6.296
C 2.378 -2.012 -7.764
O 2.052 -0.829 -8.374
C 2.224 -0.808 -9.795
H 7.155 0.304 -3.931
H 6.857 -1.067 -2.932
H 6.270 0.612 -2.425
H 4.135 -1.192 -2.335
H 4.902 -2.345 -3.420
H 2.381 -0.500 -3.922
H 2.418 -2.266 -3.709
H 3.823 -0.872 -5.890
H 1.557 -0.678 -6.219
H 1.302 -2.351 -5.850
H 1.755 -2.816 -8.157
H 3.415 -2.285 -7.958
H 1.283 -0.956 -10.326
H 2.864 -1.626 -10.124
H 2.665 0.109 -10.186
C 11.276 -3.731 3.286
O 9.863 -3.568 3.727
C 9.123 -2.823 2.756
C 7.710 -2.739 3.251
N 6.814 -3.956 3.315
C 6.394 -4.496 2.017
C 5.482 -5.725 2.077
O 4.102 -5.582 2.381
C 3.969 -5.166 3.795
H 11.842 -2.803 3.366
H 11.486 -4.132 2.295
H 11.765 -4.404 3.990
H 9.163 -3.191 1.731
H 9.460 -1.790 2.667
H 7.230 -1.994 2.617
H 7.730 -2.437 4.298
H 7.237 -4.737 3.796
H 7.263 -4.867 1.472
H 5.797 -3.748 1.496
H 5.902 -6.521 2.691
H 5.580 -6.218 1.109
H 3.740 -4.100 3.821
H 4.877 -5.376 4.359
H 3.037 -5.458 4.280
C -7.775 -5.104 -2.649
O -7.422 -4.373 -3.828
C -6.803 -5.283 -4.747
C -6.508 -4.771 -6.232
N -5.497 -3.760 -6.262
C -5.625 -2.521 -5.428
C -4.467 -1.495 -5.631
O -3.270 -1.751 -4.920
C -3.218 -1.340 -3.603
H -8.524 -5.893 -2.715
H -8.245 -4.290 -2.097
H -7.019 -5.582 -2.027
H -7.526 -6.090 -4.868
H -5.888 -5.602 -4.248
H -7.410 -4.437 -6.746
H -6.209 -5.599 -6.875
H -4.598 -4.166 -6.046
H -5.751 -2.835 -4.391
H -6.605 -2.118 -5.685
H -4.771 -0.466 -5.436
H -4.196 -1.439 -6.685
H -4.116 -1.568 -3.028
H -3.056 -0.262 -3.636
H -2.364 -1.680 -3.016
C 4.611 11.163 3.622
O 5.064 10.170 2.763
C 6.243 9.373 3.211
C 6.806 8.496 2.145
N 6.124 7.168 2.067
C 6.880 6.299 1.149
C 6.237 4.860 0.849
O 4.830 5.020 0.614
C 4.359 3.887 -0.036
H 3.648 11.631 3.413
H 5.232 12.058 3.581
H 4.490 10.634 4.567
H 5.799 8.794 4.021
H 7.080 9.922 3.642
H 7.770 8.160 2.525
H 6.999 9.030 1.215
H 5.144 7.291 1.858
H 7.876 6.113 1.550
H 7.020 6.871 0.231
H 6.281 4.296 1.781
H 6.846 4.464 0.036
H 3.437 4.286 -0.458
H 4.135 2.986 0.535
H 5.035 3.555 -0.824
C 0.472 0.298 1.623
C 0.069 -1.190 1.700
O 0.892 -1.803 0.754
H 1.439 0.538 2.065
H -0.218 0.867 2.246
H 0.352 0.731 0.630
H -0.932 -1.555 1.468
H 0.385 -1.503 2.695
H 0.930 -2.732 0.993
C 2.744 1.940 6.987
C 3.965 2.711 6.563
O 4.141 2.384 5.203
H 2.775 0.886 6.709
H 1.827 2.342 6.554
H 2.660 1.966 8.073
H 4.898 2.424 7.048
H 3.871 3.790 6.684
H 3.317 2.603 4.763
*
```